ORCA calculation (the ωB97M-V functional and the def2-TZVPD basis) on C44H30FeI2N10O as an isolated structure in a non-equilibrium geometry.

Geometry as XYZ:
```
88
Properties=species:S:1:pos:R:3:forces:R:3
Fe 0.755258 1.260787 0.176253 -0.40 0.95 -0.20
C 2.144479 5.877800 4.688326 0.03 0.00 -0.02
C 3.294341 6.066571 3.921351 -0.02 0.02 0.04
C 3.539771 5.302373 2.788218 -0.09 -0.07 0.01
C 2.602060 4.341816 2.460536 -0.03 0.07 0.10
C 2.511329 3.401962 1.332839 0.01 -0.02 -0.01
N 3.364526 3.429224 0.354530 0.01 0.02 0.16
C 3.149875 2.772620 -0.792649 -0.13 0.06 -0.06
C 4.077416 2.788453 -1.891483 0.06 0.00 -0.08
C 5.354012 3.327302 -2.041420 -0.05 -0.02 -0.02
C 5.986185 3.143308 -3.253607 0.00 0.00 -0.01
C 5.366600 2.444640 -4.303904 0.00 0.01 0.01
C 4.100618 1.914378 -4.161137 0.00 0.04 0.05
C 3.461706 2.093655 -2.937448 0.03 0.05 0.03
C 2.178088 1.662543 -2.436102 -0.04 0.12 -0.07
N 1.311469 0.969019 -3.175310 -0.04 -0.10 0.05
C 0.301445 0.345111 -2.612808 -0.02 0.04 0.13
N -0.023723 0.229863 -1.318328 0.07 -0.11 -0.01
C -1.019945 -0.797385 -1.175101 0.00 0.14 -0.09
N -2.202576 -0.286997 -0.304840 0.07 0.11 0.00
C -1.790113 0.127505 1.053514 0.15 -0.07 0.15
N -1.055595 1.266830 1.153571 0.56 -0.46 0.06
C -1.082662 1.629640 2.466401 -0.16 0.04 -0.15
N -0.407213 2.621619 3.071955 0.16 0.11 -0.03
C 0.705738 3.068378 2.580726 -0.01 -0.06 0.01
N 1.391708 2.619540 1.484178 -0.17 -0.15 -0.26
C 1.458910 4.155662 3.222662 0.12 0.07 -0.02
C 1.202422 4.915623 4.347109 0.06 -0.02 -0.06
C -1.972558 0.781798 3.191305 -0.12 -0.07 -0.09
C -2.314322 0.797446 4.542391 0.00 -0.03 -0.05
C -3.167207 -0.177290 5.001093 0.00 -0.01 -0.04
C -3.665639 -1.150355 4.119679 -0.01 -0.01 0.02
C -3.328873 -1.175682 2.784841 0.10 0.05 0.00
C -2.458894 -0.189088 2.293678 -0.08 0.13 0.08
C -1.485457 -1.115921 -2.578094 0.05 0.00 -0.11
C -2.490781 -1.911907 -3.111298 -0.01 0.01 -0.03
C -2.598266 -1.999620 -4.494145 0.03 0.02 -0.04
C -1.717614 -1.328620 -5.338034 -0.03 -0.02 0.04
C -0.710945 -0.535801 -4.810367 -0.05 -0.04 0.09
C -0.629078 -0.437570 -3.433897 -0.07 -0.08 0.00
N 2.020009 2.087318 -1.152169 0.11 -0.51 0.29
H 1.986366 6.493756 5.561617 -0.01 0.05 0.06
H 4.005277 6.825793 4.216424 0.03 0.04 0.02
H 4.421101 5.445295 2.182462 0.08 0.01 -0.05
H 5.823981 3.864586 -1.231555 0.04 0.04 0.06
H 6.979272 3.542885 -3.403661 0.05 0.02 -0.01
H 5.895778 2.322148 -5.238554 0.03 0.00 -0.04
H 3.616429 1.377509 -4.962996 -0.04 -0.05 -0.05
H 0.306683 4.761375 4.930215 -0.06 -0.01 0.03
H -1.908221 1.559370 5.191414 0.03 0.05 0.04
H -3.454284 -0.202825 6.041387 -0.03 -0.01 0.09
H -4.330419 -1.913450 4.500093 -0.03 -0.04 0.02
H -3.728389 -1.960026 2.168882 -0.04 -0.10 -0.11
H -3.196118 -2.449716 -2.497615 -0.01 -0.01 -0.02
H -3.384440 -2.607716 -4.919479 -0.04 -0.03 -0.03
H -1.826496 -1.423757 -6.409226 -0.01 -0.01 -0.05
H -0.011374 0.000946 -5.432720 0.06 0.04 -0.04
I 3.247255 -0.362753 0.810374 0.11 -0.05 0.10
C 2.928413 -1.269582 2.706288 0.07 -0.04 -0.01
I 1.442398 -0.340930 3.884009 0.05 -0.02 0.01
H 3.869664 -1.205833 3.240618 -0.07 -0.04 -0.04
H 2.637742 -2.297098 2.525845 -0.06 0.04 0.00
C -1.679081 -4.894007 -1.703189 -0.04 -0.06 -0.05
N -1.064524 -4.292843 -0.511225 0.02 -0.03 0.10
N -1.557311 -2.983669 -0.231075 -0.05 -0.01 -0.25
C -0.502206 -1.936259 -0.246940 -0.02 -0.08 -0.08
O -0.282615 -1.362176 0.942221 -0.08 0.13 0.16
C 0.644171 -2.764095 -0.753309 -0.09 0.04 0.02
C 0.318334 -4.049756 -0.784790 0.00 0.05 0.05
C 1.200151 -5.218058 -1.056003 0.01 0.04 -0.03
C -2.861308 -2.660861 -0.124285 -0.08 -0.06 0.17
C -3.900506 -3.587551 0.084489 0.07 0.05 -0.01
C -5.220739 -3.179380 0.109632 0.03 0.02 -0.01
C -5.576495 -1.846037 -0.053707 0.04 0.06 -0.01
C -4.566964 -0.908936 -0.205264 0.01 -0.14 0.02
C -3.249625 -1.310401 -0.234716 -0.10 -0.10 0.07
H -2.751285 -5.007707 -1.573697 -0.01 0.01 0.00
H -1.253541 -5.888052 -1.822426 -0.02 0.00 0.00
H -1.483168 -4.303162 -2.603733 0.00 0.00 -0.01
H 1.630765 -2.358975 -0.879758 0.12 0.05 0.00
H 2.237528 -4.894203 -1.072353 0.04 0.01 -0.01
H 0.978933 -5.685804 -2.015355 -0.01 -0.01 -0.04
H 1.077851 -5.970530 -0.279554 -0.01 -0.08 0.07
H -3.647087 -4.620777 0.262909 0.02 -0.05 0.00
H -5.989870 -3.920655 0.274622 -0.04 -0.04 0.01
H -6.610760 -1.539120 -0.035521 -0.04 0.01 0.00
H -4.800906 0.143830 -0.283563 -0.03 0.11 -0.01
H -2.566867 0.542658 -0.780247 0.01 -0.02 0.00
```
Forces are in eV/Å.

Computed properties:
* 2S+1: 5
* maximum force: 1.05 eV/A
* charge: 0
* energy above the lowest of the compared OMol25 structures with the same formula, charge and spin: 3.729 eV

Results of the Löwdin charge analysis, in e, for atoms 1 through 4: 0.525, -0.075, -0.074, -0.005